Record 1
C27H24BaClN4O4S2 | ωB97M-V/def2-TZVPD

```
63
Properties=species:S:1:pos:R:3:forces:R:3:nbo_charge:R:1
Ba -0.35507 0.42563 0.08276 0.75 -0.93 0.44 1.81
C 0.83138 -2.95585 1.08790 -0.06 0.10 -0.01 -0.43
N 0.24243 -2.69623 -0.23675 0.04 0.07 -0.13 -0.50
C -1.06313 -3.35462 -0.37761 0.02 -0.14 0.05 -0.23
C -2.20616 -2.40177 -0.66370 -0.12 0.02 -0.08 -0.22
N -2.49823 -1.49450 0.43643 0.07 0.18 0.08 -0.54
C -3.59325 -0.58654 0.09065 -0.07 0.06 -0.09 -0.43
C -2.76936 -2.11390 1.71384 0.00 -0.11 0.00 0.17
C -3.54735 -3.26719 1.76961 0.03 0.02 0.02 -0.28
C -3.84949 -3.87525 2.97729 -0.03 -0.04 -0.04 -0.25
C -3.37528 -3.29993 4.14898 0.01 0.01 0.05 -0.22
C -2.62213 -2.14242 4.10129 -0.02 -0.04 0.05 -0.23
C -2.29513 -1.50995 2.89221 0.03 0.03 -0.14 -0.18
S -1.35439 -0.03733 2.92076 0.05 0.11 0.13 -0.57
C 1.20287 -2.94104 -1.29295 -0.01 -0.05 -0.02 0.08
C 1.16220 -4.11310 -2.05007 0.01 -0.02 0.01 -0.20
C 2.05254 -4.36358 -3.08282 0.00 0.01 0.00 -0.27
C 3.03521 -3.42729 -3.36168 0.00 0.00 0.00 -0.22
C 3.12075 -2.28602 -2.58748 0.07 -0.02 -0.07 -0.23
C 2.23706 -2.00694 -1.53609 -0.05 -0.08 0.06 -0.15
S 2.53508 -0.56066 -0.58914 -0.11 0.17 -0.05 -0.59
H 0.99278 -4.03122 1.24640 0.01 0.01 -0.01 0.17
H 0.16317 -2.57630 1.86443 0.01 -0.01 0.00 0.22
H 1.77948 -2.42710 1.16220 0.01 -0.03 0.01 0.24
H -1.28163 -3.91063 0.53607 0.00 0.03 0.03 0.21
H -1.07159 -4.09139 -1.17671 0.03 0.02 -0.05 0.20
H -3.09353 -2.97891 -0.97379 0.02 -0.03 0.04 0.17
H -1.95252 -1.79212 -1.54184 0.03 0.02 0.02 0.19
H -4.54161 -1.13109 -0.01960 0.00 0.01 0.01 0.17
H -3.37633 -0.07508 -0.84947 -0.01 0.03 0.03 0.21
H -3.69956 0.16868 0.86944 -0.01 -0.02 0.01 0.23
H -3.91661 -3.69781 0.84523 -0.01 -0.02 0.04 0.20
H -4.44587 -4.77880 3.00401 0.01 0.01 -0.02 0.20
H -3.59277 -3.75287 5.10955 -0.01 -0.01 -0.02 0.20
H -2.25907 -1.69366 5.01711 0.01 0.01 -0.01 0.22
H 0.42841 -4.87480 -1.82722 0.00 -0.01 -0.01 0.19
H 1.97791 -5.28227 -3.65123 -0.01 0.00 0.01 0.20
H 3.74244 -3.58487 -4.16762 -0.02 -0.02 0.00 0.20
H 3.90216 -1.56250 -2.78453 -0.02 0.01 0.02 0.21
O -2.71298 6.39377 -1.01787 -0.10 -0.26 0.15 -0.69
C -1.41139 6.61025 -1.01016 -0.03 0.04 -0.30 0.78
O -0.94900 7.71628 -1.17362 -0.02 -0.07 0.11 -0.61
C -0.52027 5.42727 -0.83380 0.18 0.07 0.03 -0.28
C 0.85583 5.50348 -0.69918 -0.01 0.07 -0.03 0.18
Cl 1.90533 6.84086 -0.76564 -0.07 0.04 -0.02 0.08
N 1.33794 4.25355 -0.55274 -0.07 -0.15 0.04 -0.21
N 0.34469 3.34145 -0.61318 0.03 0.26 0.11 -0.29
C -0.77232 4.03536 -0.78124 -0.06 0.01 0.11 0.05
C -2.06548 3.24694 -0.80805 0.19 0.35 0.02 0.79
O -3.14111 3.85264 -0.69686 0.05 0.10 -0.14 -0.69
O -1.88206 2.01112 -0.90448 -0.91 0.12 -0.44 -0.85
C 2.66776 3.83216 -0.24658 -0.04 0.06 0.01 0.19
C 3.35633 4.45764 0.78489 0.03 -0.05 0.00 -0.24
C 4.63120 4.01960 1.09903 -0.02 0.03 0.02 -0.21
C 5.19312 2.95363 0.40759 0.08 -0.01 0.03 -0.21
C 4.48131 2.32154 -0.59736 -0.13 -0.02 -0.08 -0.18
C 3.21068 2.76711 -0.94096 0.13 -0.01 0.07 -0.23
H -2.94748 5.42061 -0.85314 0.13 0.09 -0.05 0.51
H 2.89208 5.26449 1.33612 0.03 -0.04 -0.01 0.23
H 5.17543 4.49936 1.90249 0.01 -0.02 -0.01 0.21
H 6.18184 2.59997 0.67143 -0.01 0.01 0.00 0.21
H 4.87866 1.45380 -1.10482 0.03 0.01 0.01 0.24
H 2.64409 2.25839 -1.70776 -0.02 0.02 0.00 0.25
```
Positions in Å, forces in eV/Å.

Its net charge is -1. The calculation puts the calculated total energy at -2845.5803 Ha. The calculation puts the HOMO-LUMO gap at 6.980 eV. Its LUMO energy is 2.27 eV.

Record 2
C27H24BrCl2FeN3O2PS | ωB97M-V/def2-TZVPD

```
62
Properties=species:S:1:pos:R:3:forces:R:3:mulliken_spin:R:1
Fe -0.63130 0.35484 -1.14719 -0.05 -0.47 -0.15 4.16
O 3.97115 2.07334 5.18061 0.05 0.02 -0.03 0.00
C 3.22823 1.78439 4.06960 -0.23 0.09 0.24 0.00
C 1.78069 1.88557 4.27041 0.07 -0.24 -0.53 0.00
C 0.51789 1.74744 4.23374 0.46 0.11 0.12 0.00
N 2.37643 0.94178 0.95785 -0.06 -0.11 -0.09 0.01
C 3.25568 1.19274 1.67463 -0.30 0.13 0.45 0.00
Br 5.43154 1.46658 0.31829 0.39 0.05 -0.28 0.00
C 3.87990 1.46367 2.94765 0.02 -0.02 -0.09 0.00
H 3.42152 2.06426 5.96958 0.01 -0.05 0.01 0.00
H 1.31199 2.65356 5.02434 -0.12 0.12 0.01 0.00
H -0.88685 -0.33425 2.37171 -0.01 0.05 0.04 0.00
H 4.95775 1.42413 2.98016 0.01 -0.04 0.00 0.00
S -4.67035 1.40568 0.53615 -0.10 0.05 0.05 0.01
C -4.87949 -0.21563 -0.05301 -0.01 -0.02 -0.02 0.00
C -5.97810 -1.06205 0.06370 0.02 0.01 0.00 0.00
C -5.87205 -2.33171 -0.46918 0.01 -0.01 -0.01 0.00
C -4.69676 -2.75383 -1.10381 -0.02 -0.01 0.00 0.00
C -3.61084 -1.91300 -1.22866 0.01 0.03 0.01 0.00
C -3.71250 -0.62668 -0.69987 -0.03 -0.07 -0.16 0.01
N -2.72452 0.34267 -0.74436 -0.02 0.13 0.07 0.06
C -3.07258 1.43662 -0.11691 0.09 0.01 0.01 0.02
C -2.10439 2.52033 0.08603 -0.02 -0.06 -0.06 -0.09
C -2.46988 3.75136 0.62793 0.03 -0.01 0.00 0.00
C -1.49098 4.70819 0.82637 -0.02 0.03 0.01 0.01
C -0.17053 4.42796 0.48816 0.00 -0.02 0.00 -0.01
C 0.17750 3.19639 -0.05544 -0.06 0.03 0.06 -0.07
C -0.78163 2.20623 -0.27333 0.03 0.20 0.09 0.14
H -6.88289 -0.73951 0.56080 0.00 0.00 0.00 0.00
H -6.70831 -3.01304 -0.38825 0.00 0.00 0.00 0.00
H -4.63940 -3.75925 -1.49917 0.00 0.00 0.00 0.00
H -2.68533 -2.22656 -1.69535 -0.01 -0.01 0.01 0.00
H -3.50131 3.96406 0.88799 0.00 0.00 0.00 0.00
H -1.75326 5.67131 1.24455 0.01 0.00 0.00 0.00
H 0.59371 5.17740 0.65485 0.00 0.00 -0.01 0.00
H 1.21756 3.00078 -0.28825 0.00 0.01 -0.01 0.01
Cl 0.10448 -4.27176 -1.35820 0.01 0.03 0.03 0.01
C 0.66039 -3.48884 0.09254 0.02 -0.15 -0.03 0.08
C 1.38344 -4.21997 1.00622 -0.02 0.04 -0.02 -0.02
C 1.86038 -3.64584 2.18762 -0.02 0.07 0.01 0.08
C 1.54823 -2.32583 2.45930 -0.02 -0.14 0.02 -0.04
C 0.79569 -1.65096 1.52418 0.00 0.14 0.07 0.06
Cl 0.28929 0.01201 1.92085 -0.37 -0.24 0.26 0.00
C 0.35730 -2.10123 0.25506 0.19 0.21 -0.25 -0.03
N -0.18491 -1.32261 -0.66095 -0.11 -0.03 0.19 0.52
H 1.59281 -5.25825 0.78614 0.00 0.00 0.00 0.00
H 2.45659 -4.22414 2.87732 0.00 0.00 0.01 0.01
H 1.87695 -1.83230 3.36364 0.00 -0.01 0.01 0.00
C 0.80675 -1.82008 -4.14426 -0.03 0.00 0.04 0.01
P 1.38633 -0.28474 -3.41603 0.25 0.00 0.05 0.02
C 2.22667 0.64326 -4.70155 -0.07 0.00 -0.01 0.00
C 2.61302 -0.64032 -2.14836 -0.01 -0.01 -0.01 -0.01
O 0.20369 0.53991 -2.91026 -0.05 0.11 -0.08 0.07
H 1.47592 -2.17105 -4.92925 0.05 0.00 0.03 0.00
H -0.18267 -1.63652 -4.56367 0.03 0.00 -0.06 0.00
H 0.72357 -2.57420 -3.36302 -0.05 0.01 -0.01 0.00
H 3.10939 0.09775 -5.03600 0.00 0.00 0.00 0.00
H 2.53509 1.60431 -4.28980 0.01 -0.01 0.01 0.00
H 1.55908 0.81105 -5.54611 -0.02 0.01 0.01 0.00
H 2.64260 -1.70863 -1.93551 -0.03 0.00 0.02 0.00
H 2.35871 -0.11282 -1.22605 0.05 0.03 -0.02 0.01
H 3.60295 -0.30398 -2.45615 0.01 0.01 0.00 0.00
```
Positions in Å, forces in eV/Å.

As for the spin multiplicity: 6. The calculation puts the calculated total energy at -6855.4318 Ha. The calculation puts the HOMO-LUMO gap (alpha / beta) at 6.513 / 6.148 eV. Its LUMO energy (alpha / beta) is -0.34 / -0.70 eV. As for the expectation value of S²: 8.779.

Record 3
C27H24CdN8S4 | ωB97M-V/def2-TZVPD

```
64
Properties=species:S:1:pos:R:3:forces:R:3:nbo_charge:R:1
Cd -0.11244 -0.34432 0.21394 -0.05 -0.09 0.12 1.56
C -0.87162 -4.02459 5.32790 0.01 0.01 0.00 -0.62
C -1.61314 -4.31258 4.02882 0.00 0.01 0.02 -0.22
N -0.81484 -4.04746 2.84603 -0.02 0.00 -0.02 -0.59
C -0.60940 -2.81705 2.32524 0.00 0.04 0.03 0.32
S 0.38440 -2.76065 0.90658 -0.03 0.04 0.01 -0.49
N -1.18514 -1.82664 2.98969 0.02 -0.11 -0.04 -0.49
N -1.00273 -0.60338 2.45198 -0.02 0.12 0.06 -0.30
C -1.44829 0.40849 3.10640 0.03 -0.08 -0.05 0.19
C -2.15900 0.30788 4.42195 0.00 0.02 0.00 -0.69
C -1.20792 1.74415 2.51280 0.02 0.01 -0.06 0.18
C -1.55050 2.90618 3.20136 -0.01 0.00 0.02 -0.25
C -1.27684 4.13879 2.63410 0.02 0.01 -0.03 -0.15
C -0.66953 4.18876 1.39158 -0.01 0.00 0.04 -0.27
C -0.36421 2.98949 0.76857 0.02 -0.04 -0.01 0.07
N -0.62275 1.80356 1.30777 -0.01 0.04 0.04 -0.51
H -1.50329 -4.25005 6.18905 -0.01 0.00 -0.01 0.20
H -0.59007 -2.97311 5.36753 0.00 0.00 0.00 0.22
H 0.03474 -4.62749 5.40008 -0.01 -0.01 0.00 0.20
H -2.51930 -3.70861 3.97612 0.00 0.00 0.00 0.21
H -1.91343 -5.36047 3.98649 0.01 -0.01 -0.01 0.19
H -0.38485 -4.80804 2.35126 0.00 -0.01 0.01 0.41
H -2.33697 -0.73575 4.65820 0.00 0.00 0.00 0.26
H -3.11241 0.83873 4.38655 0.00 0.00 0.01 0.22
H -1.56084 0.75170 5.22220 -0.01 0.00 0.01 0.22
H -2.02063 2.84645 4.17165 0.00 -0.01 0.00 0.22
H -1.53511 5.04888 3.16026 0.00 0.00 0.00 0.22
H -0.43737 5.12705 0.90815 0.00 0.00 0.00 0.22
H 0.10133 2.95944 -0.20783 -0.01 0.01 -0.01 0.23
N 3.95753 1.25463 -0.78502 -0.02 -0.03 -0.05 -0.52
C 3.96697 1.84298 0.46560 -0.07 -0.03 0.10 0.08
C 4.85591 2.70794 1.09241 0.02 0.02 -0.01 -0.23
C 4.54508 3.08463 2.38459 -0.01 0.00 -0.01 -0.21
C 3.39559 2.60688 3.03309 0.00 0.01 0.01 -0.22
C 2.51898 1.74424 2.40716 -0.04 0.00 0.01 -0.22
C 2.80962 1.36809 1.09781 0.13 0.02 -0.03 0.16
N 2.12669 0.52895 0.23374 -0.09 0.00 -0.01 -0.55
C 2.83537 0.48685 -0.86294 0.03 0.03 -0.03 0.40
C 2.42909 -0.25374 -2.05150 0.01 -0.04 0.00 0.06
C 2.89201 -0.09834 -3.32124 -0.01 -0.02 -0.02 -0.42
S 1.98116 -1.07796 -4.38111 0.04 -0.03 0.03 0.47
C 1.05785 -1.64207 -3.04887 -0.01 -0.01 0.01 -0.11
N 1.39207 -1.13778 -1.90686 0.08 0.05 -0.07 -0.44
H 4.64684 1.36175 -1.50743 0.01 -0.01 0.00 0.42
H 5.74942 3.06843 0.59968 0.00 0.00 0.00 0.22
H 5.20608 3.75887 2.91267 0.00 0.00 0.00 0.22
H 3.20029 2.92148 4.04968 -0.01 -0.01 0.00 0.22
H 1.63851 1.36123 2.90579 0.00 0.00 0.00 0.23
H 3.65205 0.57122 -3.68895 -0.01 0.01 -0.01 0.25
H 0.24411 -2.34219 -3.17209 0.00 0.01 0.00 0.25
S -1.96821 -0.24099 -1.57491 0.03 -0.03 0.04 -0.37
C -1.03235 0.87139 -2.47709 -0.03 0.07 0.10 -0.08
N -0.00372 1.53227 -2.01860 0.00 0.03 -0.20 -0.62
C 0.57941 2.30813 -3.00389 0.03 0.00 0.03 0.19
C 1.69744 3.12307 -2.82212 0.00 -0.01 -0.01 -0.27
C 2.21063 3.81514 -3.90505 0.00 0.02 0.01 -0.21
C 1.62172 3.71136 -5.16719 0.01 0.00 0.00 -0.24
C 0.50053 2.92011 -5.35873 -0.03 0.01 0.00 -0.21
C -0.01528 2.22502 -4.27279 -0.03 0.05 0.04 -0.25
S -1.38641 1.16237 -4.17599 0.02 -0.03 -0.07 0.37
H 2.14985 3.20373 -1.84002 -0.01 0.00 0.00 0.22
H 3.07487 4.45404 -3.77154 0.00 0.00 0.00 0.21
H 2.03595 4.26319 -6.00065 0.00 0.00 0.00 0.21
H 0.03466 2.85110 -6.33329 0.00 -0.01 0.00 0.22
```
Positions in Å, forces in eV/Å.

The calculation puts the calculated total energy at -3241.9647 Ha. The calculation puts the HOMO-LUMO gap at 7.469 eV. Its LUMO energy is 0.13 eV.